Record 1
Formula: C34H42O9S
Source: OMol25
Level of theory: ωB97M-V/def2-TZVPD

Computed properties:
- Charge: 0
- E_tot: -2396.0615 Ha
- F_max: 1.97 eV/Å
- E_LUMO: 0.32 eV
- Spin multiplicity: 1

Atoms and positions in Å:
C1 1.632 -4.087 -2.728
C2 0.858 -3.750 -4.009
C3 -0.590 -4.250 -3.979
O1 -1.090 -4.218 -2.638
C4 -2.382 -3.750 -2.445
C5 -3.405 -4.307 -3.413
C6 -4.843 -4.364 -2.941
O2 -5.497 -3.089 -2.804
C7 -5.887 -2.519 -3.946
O3 -5.602 -2.890 -5.065
O4 -2.671 -4.187 -1.084
S1 -1.720 -3.303 -0.111
O5 -0.498 -3.952 0.226
O6 -2.463 -2.827 1.002
O7 -1.308 -2.161 -1.194
C8 -2.371 -2.209 -2.191
O8 -3.458 -1.750 -1.455
C9 -2.004 -1.292 -3.347
C10 -2.420 0.138 -3.081
O9 -3.779 0.384 -3.476
H1 1.696 -3.223 -2.077
H2 2.660 -4.329 -2.992
H3 1.226 -4.943 -2.205
H4 0.860 -2.676 -4.179
H5 1.337 -4.233 -4.856
H6 -1.170 -3.643 -4.667
H7 -0.576 -5.292 -4.293
H8 -3.344 -3.792 -4.366
H9 -3.111 -5.334 -3.625
H10 -5.405 -4.968 -3.647
H11 -4.935 -4.853 -1.980
H12 -6.503 -1.630 -3.776
H13 -4.136 -1.380 -2.026
H14 -2.412 -1.679 -4.281
H15 -0.921 -1.323 -3.439
H16 -1.798 0.798 -3.683
H17 -2.294 0.376 -2.032
H18 -4.016 -0.312 -4.091
C11 -2.554 -1.797 6.829
C12 -3.142 -1.064 5.808
C13 -2.899 -1.400 4.483
C14 -2.073 -2.472 4.176
C15 -1.487 -3.206 5.199
C16 -1.724 -2.867 6.524
H19 -2.741 -1.535 7.862
H20 -3.792 -0.231 6.045
H21 -3.353 -0.825 3.685
H22 -1.888 -2.732 3.144
H23 -0.843 -4.043 4.960
H24 -1.263 -3.438 7.320
C17 -0.086 3.624 1.404
C18 -0.060 2.344 1.943
C19 -1.055 1.433 1.619
C20 -2.073 1.802 0.750
C21 -2.097 3.080 0.208
C22 -1.105 3.992 0.538
H25 0.690 4.335 1.659
H26 0.737 2.056 2.617
H27 -1.039 0.437 2.043
H28 -2.848 1.089 0.495
H29 -2.891 3.364 -0.472
H30 -1.126 4.991 0.119
C23 5.591 4.001 4.613
C24 4.393 4.669 4.399
C25 3.461 4.152 3.510
C26 3.723 2.965 2.842
C27 4.919 2.295 3.058
C28 5.855 2.815 3.942
H31 6.319 4.405 5.304
H32 4.187 5.592 4.924
H33 2.529 4.677 3.338
H34 2.995 2.561 2.150
H35 5.123 1.369 2.537
H36 6.790 2.296 4.108
C29 6.795 5.392 -0.400
C30 6.634 5.839 -1.705
C31 5.438 5.617 -2.372
C32 4.399 4.956 -1.732
C33 4.560 4.512 -0.427
C34 5.758 4.727 0.239
H37 7.729 5.563 0.119
H38 7.443 6.360 -2.202
H39 5.315 5.961 -3.391
H40 3.464 4.787 -2.250
H41 3.750 3.998 0.075
H42 5.881 4.376 1.256


Record 2
Formula: C34H43BBr81IO3
Source: OMol25
Level of theory: ωB97M-V/def2-TZVPD

Computed properties:
- Charge: 0
- E_tot: -210364.4762 Ha
- F_max: 0.99 eV/Å
- E_LUMO: -0.31 eV
- Spin multiplicity: 1

Atoms and positions in Å:
C1 -5.738 -0.930 4.094
C2 -6.134 -1.790 2.886
O1 -6.571 -1.054 1.755
C3 -5.562 -0.698 0.830
C4 -4.934 0.657 1.146
O2 -4.117 1.016 0.044
C5 -2.820 1.491 0.399
B1 -1.915 0.204 0.573
I1 -0.870 -0.623 -1.132
O3 -1.820 -0.411 1.776
C6 -2.015 -1.841 1.896
C7 -0.810 -2.491 2.559
H1 -4.877 -1.369 4.609
H2 -6.550 -0.867 4.823
H3 -5.466 0.085 3.800
H4 -6.979 -2.427 3.171
H5 -5.325 -2.480 2.605
H6 -6.041 -0.627 -0.154
H7 -4.790 -1.475 0.768
H8 -5.735 1.395 1.275
H9 -4.331 0.594 2.058
H10 -2.839 2.035 1.357
H11 -2.483 2.191 -0.368
H12 -2.925 -1.983 2.489
H13 -2.181 -2.270 0.903
H14 -0.698 -2.115 3.581
H15 0.092 -2.241 1.996
H16 -0.937 -3.575 2.588
C8 2.163 1.761 2.580
Br1 3.262 0.498 1.628
Br2 1.144 2.838 1.356
Br3 1.059 0.883 3.875
H17 2.826 2.425 3.117
C9 1.996 4.545 -2.552
Br4 1.401 5.994 -1.440
Br5 3.889 4.280 -2.325
Br6 0.981 2.948 -2.234
H18 1.854 4.842 -3.583
C10 3.562 7.129 -5.248
Br7 1.841 6.347 -5.650
Br8 4.220 8.139 -6.739
Br9 3.518 8.169 -3.642
H19 4.250 6.310 -5.081
C11 6.124 3.437 1.184
Br10 4.696 4.675 1.525
Br11 7.235 4.033 -0.273
Br12 7.161 3.087 2.758
H20 5.671 2.503 0.883
C12 0.435 9.245 -7.267
Br13 -1.376 8.604 -7.173
Br14 0.798 10.086 -8.961
Br15 0.831 10.399 -5.794
H21 1.086 8.382 -7.195
C13 7.434 8.272 -3.213
Br16 7.277 6.362 -3.387
Br17 6.601 8.915 -1.602
Br18 9.270 8.830 -3.322
H22 6.911 8.714 -4.050
C14 3.628 13.738 -5.897
Br19 4.256 12.581 -4.496
Br20 3.160 12.747 -7.471
Br21 2.156 14.824 -5.294
H23 4.436 14.407 -6.153
C15 3.706 5.614 -10.498
Br22 2.461 6.978 -9.974
Br23 4.812 6.175 -11.963
Br24 4.769 5.044 -8.995
H24 3.138 4.757 -10.830
C16 -6.866 -4.330 0.390
Br25 -7.750 -5.244 1.828
Br26 -4.954 -4.416 0.571
Br27 -7.431 -4.994 -1.324
H25 -7.143 -3.285 0.444
C17 -8.130 -8.178 4.896
Br28 -9.553 -7.199 4.051
Br29 -6.890 -8.856 3.601
Br30 -7.244 -7.133 6.245
H26 -8.576 -9.029 5.393
C18 7.244 3.834 -14.374
Br31 8.199 3.465 -12.752
Br32 5.411 3.285 -14.209
Br33 7.383 5.691 -14.864
H27 7.686 3.255 -15.171
C19 -8.998 -12.474 4.926
Br34 -10.365 -11.327 4.203
Br35 -7.773 -13.040 3.563
Br36 -8.064 -11.593 6.355
H28 -9.484 -13.348 5.334
C20 -5.752 -13.900 9.330
Br37 -7.011 -13.241 10.624
Br38 -6.547 -15.206 8.162
Br39 -4.954 -12.466 8.341
H29 -4.958 -14.394 9.872
C21 -4.991 -13.220 0.507
Br40 -4.950 -11.479 1.321
Br41 -4.028 -14.514 1.552
Br42 -6.789 -13.796 0.155
H30 -4.492 -13.135 -0.448
C22 3.969 9.327 2.024
Br43 3.382 8.786 3.770
Br44 5.887 9.199 1.867
Br45 3.067 8.338 0.641
H31 3.702 10.366 1.896
C23 -1.062 -11.831 10.347
Br46 0.231 -12.749 9.265
Br47 -1.898 -10.391 9.391
Br48 -2.354 -13.045 11.099
H32 -0.532 -11.393 11.181
C24 7.191 0.351 -10.085
Br49 9.087 0.660 -10.039
Br50 6.213 1.895 -9.486
Br51 6.609 -0.210 -11.830
H33 6.979 -0.457 -9.399
C25 -4.965 9.008 -8.390
Br52 -4.916 8.289 -10.170
Br53 -5.123 10.923 -8.399
Br54 -6.338 8.187 -7.327
H34 -4.017 8.781 -7.927
C26 11.105 -0.418 -6.256
Br55 9.910 0.849 -5.446
Br56 10.151 -1.912 -6.999
Br57 12.246 0.422 -7.557
H35 11.745 -0.805 -5.477
C27 -7.394 -10.679 -2.792
Br58 -7.844 -9.813 -1.136
Br59 -5.568 -11.282 -2.787
Br60 -8.606 -12.115 -3.193
H36 -7.487 -9.946 -3.580
C28 3.836 8.935 7.962
Br61 3.634 9.037 9.870
Br62 4.987 7.487 7.444
Br63 2.131 8.823 7.079
H37 4.305 9.852 7.637
C29 -5.426 -7.022 10.319
Br64 -5.619 -8.738 9.484
Br65 -6.465 -6.888 11.927
Br66 -3.569 -6.608 10.631
H38 -5.798 -6.278 9.630
C30 11.192 0.932 2.232
Br67 12.409 -0.294 1.390
Br68 10.231 1.989 0.949
Br69 9.990 0.025 3.431
H39 11.785 1.610 2.829
C31 -1.854 13.102 -3.932
Br70 -1.111 11.921 -2.608
Br71 -2.578 12.122 -5.415
Br72 -3.144 14.304 -3.169
H40 -1.039 13.702 -4.312
C32 -2.114 -7.864 13.969
Br73 -2.127 -9.604 13.153
Br74 -3.327 -7.778 15.454
Br75 -0.337 -7.326 14.465
H41 -2.469 -7.164 13.226
C33 16.190 -1.445 2.389
Br76 15.903 -1.193 0.503
Br77 16.243 0.234 3.323
Br78 14.896 -2.640 3.157
H42 17.159 -1.909 2.502
C34 -10.468 -3.519 -3.171
Br79 -11.714 -2.808 -1.894
Br80 -11.287 -4.837 -4.305
Br81 -9.628 -2.127 -4.193
H43 -9.689 -4.016 -2.611


Record 3
Formula: C34H43Cl2N2OP3V
Source: OMol25
Level of theory: ωB97M-V/def2-TZVPD

Computed properties:
- Charge: +2
- E_tot: -4394.1598 Ha
- F_max: 4.10 eV/Å
- Expectation value of S²: 0.770
- ΔE to the lowest compared entry with this formula, charge and spin: 0.0 kJ/mol
- E_LUMO (alpha / beta): -6.03 / -5.64 eV
- Spin multiplicity: 2

Atoms and positions in Å:
P1 1.042 1.475 -4.447
C1 2.779 1.716 -4.853
C2 3.360 1.160 -6.008
H1 2.775 0.496 -6.648
C3 4.683 1.468 -6.334
H2 5.124 1.042 -7.236
C4 5.427 2.321 -5.512
H3 6.457 2.563 -5.774
C5 4.854 2.864 -4.356
H4 5.432 3.528 -3.713
C6 3.534 2.559 -4.019
H5 3.075 2.978 -3.122
C7 0.450 0.083 -5.443
C8 1.033 -1.182 -5.230
H6 1.866 -1.283 -4.529
C9 0.555 -2.297 -5.920
H7 0.982 -3.280 -5.712
C10 -0.444 -2.146 -6.886
H8 -0.795 -3.014 -7.447
C11 -0.986 -0.885 -7.142
H9 -1.748 -0.757 -7.913
C12 -0.560 0.228 -6.413
H10 -0.983 1.215 -6.616
C13 0.161 2.981 -4.924
C14 0.534 3.651 -6.108
H11 1.333 3.243 -6.731
C15 -0.106 4.835 -6.478
H12 0.195 5.342 -7.396
C16 -1.120 5.363 -5.671
H13 -1.620 6.287 -5.965
C17 -1.486 4.712 -4.489
H14 -2.276 5.118 -3.856
C18 -0.838 3.535 -4.102
H15 -1.089 3.059 -3.152
V1 0.033 0.117 -0.241
C19 -1.775 -0.930 -0.535
C20 -2.226 -0.980 -1.794
H16 -2.334 -1.382 0.298
C21 -1.363 -0.287 -2.829
O1 -2.200 0.721 -3.455
H17 -1.666 1.238 -4.092
C22 -0.169 0.318 -2.173
H18 -1.008 -1.015 -3.590
C23 0.836 1.067 -2.589
Cl1 -0.384 -0.716 1.930
Cl2 2.116 0.979 0.336
P2 1.242 -2.025 -0.331
C24 2.136 -2.545 1.171
H19 1.422 -2.939 1.903
H20 2.643 -1.677 1.605
H21 2.874 -3.314 0.909
C25 0.262 -3.495 -0.763
H22 -0.220 -3.346 -1.738
H23 -0.518 -3.639 -0.006
H24 0.908 -4.383 -0.805
C26 2.557 -2.003 -1.585
H25 3.081 -1.042 -1.538
H26 2.122 -2.130 -2.583
H27 3.260 -2.821 -1.379
P3 -3.772 -1.716 -2.388
C27 -4.393 -2.749 -1.081
C28 -3.314 -2.631 -3.861
H28 -4.601 -2.143 -0.190
H29 -3.664 -3.530 -0.828
H30 -5.322 -3.219 -1.431
H31 -2.942 -1.949 -4.637
H32 -4.198 -3.164 -4.234
H33 -2.526 -3.357 -3.616
C29 -4.897 -0.386 -2.792
H34 -5.016 0.268 -1.918
H35 -5.869 -0.811 -3.072
H36 -4.478 0.202 -3.617
H37 1.612 1.451 -1.919
N1 -3.209 4.968 2.158
C30 -2.487 3.963 1.602
C31 -1.231 3.592 2.133
C32 -0.544 2.536 1.559
N2 -0.998 1.861 0.469
C33 -2.190 2.228 -0.061
C34 -2.964 3.250 0.479
H38 -2.862 5.483 2.957
H39 -4.110 5.236 1.795
H40 -0.807 4.113 2.991
H41 0.409 2.194 1.960
H42 -2.527 1.662 -0.936
H43 -3.929 3.488 0.036


Record 4
Formula: C34H43ClN2O2
Source: OMol25
Level of theory: ωB97M-V/def2-TZVPD

Computed properties:
- Charge: 0
- E_tot: -2041.4889 Ha
- F_max: 3.35 eV/Å
- E_LUMO: -1.40 eV
- Spin multiplicity: 1

Atoms and positions in Å:
C1 3.737 1.097 3.558
C2 3.953 -0.110 2.643
C3 4.805 0.320 1.453
C4 4.730 -1.169 3.427
C5 2.581 -0.653 2.168
C6 2.131 -0.537 0.876
C7 0.830 -0.957 0.457
C8 0.386 -0.783 -0.887
C9 -0.572 -1.617 -1.466
C10 -0.842 -1.688 -2.828
C11 -1.915 -2.454 -3.388
C12 -2.043 -2.602 -4.797
C13 -3.149 -3.230 -5.359
C14 -4.152 -3.754 -4.527
Cl1 -5.534 -4.497 -5.209
C15 -4.010 -3.696 -3.131
C16 -2.905 -3.067 -2.573
C17 0.012 -1.603 1.425
C18 0.363 -1.751 2.739
C19 -0.616 -2.322 3.793
C20 0.039 -3.433 4.610
C21 -1.864 -2.902 3.130
C22 -1.054 -1.211 4.750
C23 1.659 -1.210 3.180
O1 1.948 -1.160 4.402
H1 3.179 0.780 4.442
H2 4.704 1.508 3.869
H3 3.168 1.874 3.036
H4 4.973 -0.531 0.781
H5 4.329 1.136 0.898
H6 5.779 0.678 1.807
H7 4.912 -2.045 2.798
H8 5.691 -0.757 3.751
H9 4.160 -1.472 4.305
H10 2.788 -0.136 0.097
H11 0.875 -0.018 -1.477
H12 -1.097 -2.334 -0.830
H13 -0.165 -1.187 -3.521
H14 -1.263 -2.194 -5.439
H15 -3.265 -3.309 -6.435
H16 -4.778 -4.131 -2.500
H17 -2.823 -3.004 -1.488
H18 -0.959 -1.971 1.096
H19 0.917 -3.041 5.126
H20 -0.679 -3.814 5.346
H21 0.343 -4.251 3.949
H22 -2.418 -2.131 2.584
H23 -1.595 -3.716 2.446
H24 -2.531 -3.310 3.900
H25 -1.530 -0.399 4.189
H26 -1.771 -1.611 5.477
H27 -0.181 -0.817 5.275
C24 -2.192 2.150 -5.060
C25 -2.494 1.493 -3.733
N1 -2.031 2.230 -2.554
C26 -2.937 3.273 -2.059
C27 -3.782 2.843 -0.873
C28 -0.709 2.146 -2.168
C29 -0.365 2.731 -0.913
N2 0.917 3.136 -0.595
C30 1.961 3.095 -1.503
C31 3.229 3.473 -1.115
C32 3.494 3.850 0.204
C33 2.419 3.909 1.104
C34 1.150 3.566 0.700
O2 0.109 1.528 -2.898
H28 -2.540 1.491 -5.862
H29 -2.737 3.094 -5.146
H30 -1.120 2.326 -5.183
H31 -3.581 1.434 -3.602
H32 -2.074 0.482 -3.703
H33 -2.342 4.157 -1.786
H34 -3.598 3.527 -2.898
H35 -4.495 3.646 -0.658
H36 -4.347 1.936 -1.114
H37 -3.174 2.659 0.019
H38 -1.121 3.041 -0.197
H39 1.733 2.702 -2.485
H40 4.012 3.437 -1.869
H41 4.505 4.072 0.538
H42 2.554 4.211 2.144
H43 0.269 3.556 1.339


- Look up the F_max of the third one.
  4.10 eV/Å